Entry 1:
Below is a structure of composition C19H30N2O4 at a distorted geometry, with properties calculated with wB97M-V/def2-TZVPD.

## Properties
Energy relative to the best compared isomer or geometry (same formula, charge and spin) ... 535.0 kcal per mole
Energy ... -31339.1160 eV
HOMO energy ... -0.2879 hartree

```
55
C19H30N2O4 (wB97M-V/def2-TZVPD)
N 0.705 0.905 -3.695
O 1.604 0.834 5.464
H 1.208 2.015 -1.819
H 1.475 -0.003 -0.544
H -0.960 2.181 -2.679
C 1.314 0.521 1.929
H 1.940 -0.676 -4.458
H -4.033 -1.063 -2.211
N 0.560 -0.534 -0.666
H -1.714 -2.681 5.991
C -0.071 -0.850 4.177
C 0.428 -0.536 1.731
H -1.479 0.284 -4.844
H -3.017 1.232 -3.448
C 0.171 -0.953 -1.906
O -0.465 -1.532 5.278
H 2.193 2.341 -3.187
H 2.398 0.911 -2.369
C -1.149 -2.423 4.879
H 3.512 2.081 1.609
C -2.876 -0.889 -2.370
H -2.219 -2.307 -3.107
O 1.732 1.286 0.988
H -0.762 -1.752 2.513
H -2.327 -2.138 4.353
C 1.624 0.461 -4.733
H -0.777 -3.358 4.385
C -2.912 0.653 -2.418
H -2.447 -1.028 -1.357
C 2.602 2.350 1.055
H -1.028 0.850 -1.164
C -0.282 -0.215 -2.980
H -0.601 -1.360 -4.452
C 1.576 1.470 -2.697
H -3.016 -1.449 -4.254
H -0.180 0.411 6.685
O -1.053 -1.870 0.178
C -0.056 -0.886 0.405
C 1.014 0.425 4.380
H 0.794 0.215 -5.451
H 2.151 1.945 3.355
H 1.325 0.838 7.358
C -1.145 -0.663 -4.037
H 1.233 -0.735 6.799
C -0.140 -1.064 2.745
H -3.254 1.300 -1.781
H 2.879 2.675 -0.097
C 1.531 1.196 3.326
H 1.087 -1.301 -2.451
C -2.498 -1.228 -3.504
H 2.069 3.330 1.559
H 2.173 1.179 -5.084
H -0.508 -1.856 -1.908
C -1.184 1.082 -2.173
C 0.855 0.379 6.700
```

Atomic partial charges in e from the Löwdin method, atoms 1 to 8: -0.21, -0.05, 0.07, 0.17, 0.15, -0.16, 0.14, 0.18

***

Entry 2:
Below is an isolated molecule of C19H30N2O4S, with properties calculated with wB97M-V/def2-TZVPD.

## Properties
SMILES ... CCOC(=O)C1CCN(CC(C)(C)NS(=O)(=O)c2ccc(C)cc2)CC1
Energy relative to the best compared isomer or geometry (same formula, charge and spin) ... 6.1 kcal per mole
Energy ... -42195.8740 eV
HOMO energy ... -0.3174 hartree

```
56
C19H30N2O4S (wB97M-V/def2-TZVPD)
C -2.703 0.557 5.568
O -0.987 1.469 3.774
H 6.027 0.151 0.103
H 2.501 -1.239 -3.371
C -0.701 0.356 0.776
H 5.391 -1.473 0.355
H 1.016 -0.790 1.370
C -0.503 -1.710 -2.115
H -4.173 0.347 7.111
C -1.473 -0.533 -2.153
H -3.166 0.125 -3.341
C 5.140 -0.416 0.387
H -0.183 0.769 -0.088
C 3.753 -0.916 -1.646
H 3.435 1.678 0.492
C -2.427 -0.675 -3.345
H -1.862 -2.294 3.323
H 0.014 -1.789 -3.065
S 0.559 0.896 -3.342
H -3.058 -1.266 -0.915
H -3.286 1.253 4.954
H -1.057 -2.626 -1.930
C 2.200 1.337 -1.219
H -1.303 1.527 -2.325
C -2.290 -0.493 -0.840
C 2.718 -0.618 -2.516
O -1.964 -0.311 4.706
H -1.345 1.143 1.207
N -1.489 -0.780 0.332
C -0.378 -0.749 3.008
H -2.885 -2.129 1.073
H 1.594 2.219 -1.088
H -2.946 -1.630 -3.313
H -3.003 -0.980 7.039
C -3.601 -0.293 6.446
H 4.362 -1.792 -1.817
C -1.297 -1.861 2.498
H -2.803 0.483 -0.763
H -1.852 -0.616 -4.266
C 0.320 -0.082 1.822
O 0.509 -0.030 -4.442
C 3.232 1.032 -0.350
C -1.133 0.276 3.839
C -2.254 -1.316 1.440
H -2.911 -0.551 1.896
H -0.684 -2.639 2.041
C 4.015 -0.101 -0.550
O 0.589 2.300 -3.639
H 0.216 -1.572 -1.314
H 0.368 -1.183 3.684
N -0.715 0.708 -2.278
H 4.882 -0.142 1.407
H -4.287 -0.871 5.832
H 0.876 0.791 2.164
C 1.945 0.501 -2.288
H -1.997 1.144 6.166
```

Atomic partial charges in e from the Löwdin method, atoms 1 to 8: -0.22, 0.12, 0.09, 0.11, -0.17, 0.08, 0.12, -0.03

***

Entry 3:
Below is an isolated molecule of C19H30N2O6S, with properties calculated with wB97M-V/def2-TZVPD.

## Properties
SMILES ... COc1ccc(S(=O)(=O)NC[C@H]2CC[C@@H](C(=O)NCC(OC)OC)CC2)cc1
Energy relative to the best compared isomer or geometry (same formula, charge and spin) ... 0.0 kcal per mole
Energy ... -46290.2094 eV
HOMO energy ... -0.3342 hartree

```
58
C19H30N2O6S (wB97M-V/def2-TZVPD)
H -3.668 -2.583 1.876
H -0.357 2.389 -1.606
H -1.231 0.983 -1.046
H -2.882 3.925 1.158
H 1.356 1.780 0.201
H -0.808 -3.693 -0.379
H -2.956 0.448 -1.802
C 0.537 1.514 0.876
N 0.408 0.075 0.801
O -4.920 0.735 0.629
C 2.768 -0.317 -0.347
H 5.301 -0.797 1.816
C -1.716 -4.029 0.127
O 6.760 0.623 -0.002
C 4.755 0.704 -1.186
C 7.535 0.214 1.102
C -2.610 -1.890 -0.327
H -2.108 0.991 1.465
H -2.275 3.847 -1.271
S 1.043 -0.725 -0.507
N -3.675 0.170 -1.155
H -0.435 3.393 0.611
H -4.726 -1.412 -0.354
H 8.537 0.596 0.913
C -0.713 2.336 0.517
H 2.859 0.714 -2.202
H 7.157 0.639 2.037
H -4.441 3.103 -0.543
C 3.442 -0.747 0.777
C -1.143 2.061 -0.922
C -3.575 2.479 -0.290
C -1.859 2.052 1.489
C -4.107 1.048 -0.221
H -0.479 -0.313 1.093
H -1.558 -3.954 1.206
H -3.903 2.644 1.832
C -3.852 -1.250 -0.988
H -4.090 -0.847 1.893
H -1.947 -5.058 -0.140
H 7.573 -0.876 1.185
C -2.450 2.767 -1.283
C 4.785 -0.453 0.934
H -2.751 2.507 -2.301
H -4.010 -1.731 -1.954
H -1.546 2.302 2.505
O -2.308 -1.330 0.929
C -3.271 -1.569 1.952
O 0.848 -2.123 -0.249
C -3.103 2.856 1.121
C 5.452 0.277 -0.050
H -1.708 -1.665 -0.925
O 0.562 -0.232 -1.773
H -2.742 -1.451 2.897
C 3.417 0.404 -1.333
H 5.291 1.263 -1.935
H 2.904 -1.316 1.518
H 0.845 1.768 1.899
O -2.839 -3.260 -0.279
```

Atomic partial charges in e from the Löwdin method, atoms 1 to 8: 0.10, 0.12, 0.07, 0.12, 0.12, 0.07, 0.12, -0.19

***

Entry 4:
Below is a structure of composition C19H30N3OPRuSi at a distorted geometry, with properties calculated with wB97M-V/def2-TZVPD.

## Properties
Energy ... -46450.3827 eV
2S+1 ... 5
HOMO energy (alpha / beta) ... -0.2284 / -0.2777 hartree

```
56
C19H30N3OPRuSi (wB97M-V/def2-TZVPD)
H -2.220 0.786 2.081
H 2.117 1.552 1.678
C -5.970 -0.091 -1.036
C 1.761 -2.895 -1.530
C -5.515 0.961 -0.247
Si 0.142 -1.950 -1.212
H 5.299 -0.553 0.733
C 0.498 -0.951 2.723
C -3.718 -0.844 -1.442
H -3.742 1.970 0.567
H -0.865 0.041 -3.520
H 1.271 -1.418 2.121
H 1.703 3.000 -0.922
C 0.907 2.834 -1.666
H -0.521 -2.031 -2.540
H -0.035 3.272 -1.302
C -5.075 -0.975 -1.627
N 2.684 -1.686 5.364
H -0.619 -2.862 -0.324
C 3.065 1.065 1.780
C 2.138 0.547 -2.868
H 2.609 0.478 0.019
H 2.456 -2.277 -2.093
C 0.518 -0.937 4.113
H 3.831 1.824 1.714
H 3.104 0.524 2.709
C -1.496 0.260 2.699
H 4.754 -0.498 -0.911
C 3.253 0.016 0.636
H -6.203 1.657 0.216
H -2.517 0.553 4.553
H 1.980 -0.443 -3.320
H -7.029 -0.215 -1.190
C 4.680 0.023 0.053
H 1.188 3.302 -2.624
C -4.175 1.155 -0.027
H 1.529 -3.802 -2.092
C 1.700 -1.370 4.813
C -1.623 0.149 4.085
H -2.964 -1.516 -1.876
C -0.583 -0.416 4.812
H -1.521 1.550 -2.826
N -1.977 0.352 -0.338
H 5.167 0.982 -0.063
C -0.630 1.064 -3.226
H -5.428 -1.788 -2.246
H -0.248 1.626 -4.081
H 3.032 0.524 -2.228
Ru -0.262 -0.029 -0.100
P 0.628 1.017 -1.884
N -0.456 -0.291 2.061
O 2.753 -1.169 0.760
C -3.249 0.222 -0.603
H 2.191 -3.151 -0.565
H -0.595 -0.435 5.911
H 2.278 1.292 -3.668
```

Atomic partial charges in e from the Löwdin method, atoms 1 to 8: 0.09, 0.05, -0.11, -0.31, -0.12, 0.36, 0.08, -0.08

***

Q: Which of these has the highest energy?
A: C19H30N2O4